Record 1
{"formula": "C48H53Cl3GeN3O2P2S4SbY", "method": "the ωB97M-V functional and the def2-TZVPD basis", "spin_multiplicity": 2, "relative_energy_kj_mol": 0.00, "total_charge": -2, "orbital_gap_ev": [4.947, 5.600], "homo_ev": [-1.15, -1.95], "elements": ["Y", "C", "C", "P", "C", "C", "C", "C", "C", "C", "C", "C", "C", "C", "C", "C", "C", "P", "C", "C", "C", "C", "C", "C", "C", "C", "C", "C", "C", "C", "H", "H", "H", "H", "H", "H", "H", "H", "H", "H", "H", "H", "H", "H", "H", "H", "H", "H", "H", "H", "H", "H", "H", "H", "H", "H", "O", "C", "C", "C", "C", "C", "C", "N", "H", "H", "H", "H", "H", "H", "H", "S", "Sb", "S", "S", "S", "Cl", "Ge", "Cl", "Cl", "N", "C", "N", "C", "C", "O", "C", "C", "H", "H", "H", "H", "H", "H", "H", "H", "C", "C", "C", "C", "C", "C", "C", "C", "C", "C", "H", "H", "H", "H", "H", "H", "H", "H", "H", "H", "H", "H"], "xyz": [[1.2012, -1.3344, 0.2042], [-0.4483, 0.8497, 3.9944], [-1.4025, 1.5267, 2.9885], [-0.8606, 1.6303, 1.1892], [-2.5401, 1.7985, 0.4003], [-2.8763, 1.2264, -0.8396], [-4.2273, 1.0853, -1.1629], [-5.2295, 1.6116, -0.3713], [-4.8888, 2.3217, 0.7685], [-3.5603, 2.3943, 1.1498], [-0.4616, 3.4863, 1.2767], [-0.9429, 4.4490, 0.3877], [-0.4111, 5.7311, 0.3444], [0.6170, 6.0960, 1.2003], [1.0920, 5.1637, 2.1159], [0.5634, 3.8844, 2.1428], [-0.7058, -0.6534, 4.2058], [0.4664, -1.7846, 3.3279], [1.8893, -1.6554, 4.5369], [1.9836, -0.7927, 5.6319], [3.1987, -0.5707, 6.2699], [4.3576, -1.1879, 5.8233], [4.2876, -2.0654, 4.7479], [3.0715, -2.2896, 4.1231], [-0.2710, -3.3722, 3.9054], [0.5391, -4.4537, 4.2542], [-0.0164, -5.6548, 4.6619], [-1.3932, -5.8029, 4.7335], [-2.2081, -4.7449, 4.3726], [-1.6545, -3.5451, 3.9509], [-0.5965, 1.3513, 4.9559], [0.5952, 1.0265, 3.7103], [-1.5880, 2.5495, 3.3228], [-2.3512, 0.9906, 2.9827], [-2.0920, -0.3445, -2.0204], [-4.4949, 0.5533, -2.0672], [-6.2691, 1.4817, -0.6485], [-5.6574, 2.7764, 1.3835], [-3.3144, 2.9158, 2.0657], [-1.7774, 4.1992, -0.2566], [-0.8087, 6.4530, -0.3613], [1.0393, 7.0930, 1.1639], [1.8818, 5.4394, 2.8066], [0.9368, 3.1703, 2.8712], [-1.6951, -0.8882, 3.8261], [-0.6836, -0.9220, 5.2655], [1.1047, -0.2831, 6.0081], [3.2433, 0.1017, 7.1197], [5.3085, -0.9749, 6.2963], [5.1822, -2.5443, 4.3680], [3.0200, -2.9599, 3.2726], [1.6130, -4.3693, 4.1872], [0.6329, -6.4892, 4.8989], [-1.8283, -6.7478, 5.0348], [-3.2850, -4.8574, 4.3908], [-2.3150, -2.7544, 3.6206], [2.5300, 0.0712, 1.9797], [3.2275, 1.2922, 1.7858], [3.2405, 1.6279, 0.3235], [4.1484, 2.5568, -0.1701], [4.1957, 2.7869, -1.5298], [3.3345, 2.0787, -2.3568], [2.4558, 1.1856, -1.7781], [2.3924, 0.9745, -0.4614], [2.7081, -0.2458, 2.8739], [4.2606, 1.1947, 2.1186], [2.7432, 2.1017, 2.3437], [4.8258, 3.0547, 0.5114], [4.9161, 3.4806, -1.9445], [3.3554, 2.2019, -3.4313], [1.7901, 0.5737, -2.3766], [-1.2275, -3.7379, -2.0384], [-0.9229, -3.8903, 0.4183], [1.4808, -3.8514, 0.7652], [-1.2140, -0.9726, 1.0603], [-1.6405, -6.0444, 0.7682], [5.9733, -0.4980, 0.8471], [4.5186, -2.3853, 0.7338], [3.6057, -1.7690, -1.2762], [6.1161, -3.8201, -0.0266], [0.6124, -1.6679, -1.8204], [0.1227, -2.5119, -2.5791], [0.4326, -2.7013, -3.9210], [-0.3176, -3.4514, -4.9004], [0.5341, -4.5854, -5.4553], [1.7619, -4.1004, -5.9839], [2.4964, -3.4021, -4.9841], [1.7002, -2.2285, -4.4310], [-0.5944, -2.7783, -5.7264], [-1.2169, -3.8568, -4.4452], [0.0241, -5.0889, -6.2786], [0.7291, -5.3048, -4.6496], [3.4142, -3.0535, -5.4603], [2.7563, -4.0850, -4.1654], [1.5327, -1.5052, -5.2444], [2.2527, -1.7442, -3.6290], [-1.0799, 0.4209, -4.1595], [-1.6863, 1.4483, -3.1971], [-0.6793, 2.6031, -3.0401], [-1.8566, 0.7027, -1.8175], [-2.9762, 2.0324, -3.7716], [-3.6901, 1.4121, -4.7931], [-4.8498, 1.9762, -5.3110], [-5.3226, 3.1855, -4.8298], [-4.6183, 3.8234, -3.8177], [-3.4675, 3.2537, -3.3022], [-0.1484, 0.0374, -3.7407], [-0.8777, 0.8714, -5.1361], [-1.7363, -0.4410, -4.2914], [0.3337, 2.2158, -2.9944], [-0.8473, 3.1712, -2.1264], [-0.7427, 3.2873, -3.8901], [-0.8782, 0.7077, -1.3396], [-3.3597, 0.4609, -5.1878], [-5.3877, 1.4605, -6.0985], [-6.2270, 3.6243, -5.2336], [-4.9753, 4.7644, -3.4157], [-2.9510, 3.7674, -2.5028]], "mulliken_spin": [-0.0022, -0.0011, 0.0006, 0.0778, 0.0034, -0.0138, 0.0014, 0.0021, -0.0015, 0.0146, 0.0357, 0.0054, -0.0019, 0.0074, -0.0010, 0.0088, 0.0091, -0.0290, -0.0013, 0.0001, 0.0000, -0.0002, -0.0001, -0.0040, 0.0058, 0.0008, 0.0002, 0.0002, 0.0017, 0.0040, 0.0005, -0.0030, -0.0003, -0.0040, -0.0016, -0.0002, 0.0004, 0.0002, -0.0016, 0.0023, 0.0003, 0.0008, 0.0002, -0.0014, -0.0009, -0.0018, -0.0001, -0.0001, 0.0000, -0.0001, 0.0020, 0.0001, 0.0001, 0.0000, 0.0009, -0.0035, -0.0068, 0.0004, -0.0045, -0.0008, 0.0003, -0.0009, -0.0064, 0.0126, 0.0002, 0.0001, -0.0011, 0.0003, 0.0000, 0.0001, 0.0022, 0.0625, 0.2033, 0.0684, 0.3288, 0.2318, 0.0016, 0.0014, -0.0003, 0.0002, -0.0062, 0.0042, 0.0037, 0.0029, -0.0010, 0.0001, 0.0001, 0.0003, 0.0004, -0.0025, -0.0002, 0.0013, 0.0000, 0.0000, 0.0000, -0.0001, 0.0005, -0.0085, 0.0112, -0.0038, 0.0011, 0.0000, 0.0000, 0.0000, 0.0002, 0.0001, -0.0003, -0.0001, 0.0001, -0.0021, -0.0043, -0.0001, -0.0027, 0.0000, 0.0000, 0.0000, 0.0000, -0.0001]}

---

Record 2
{"formula": "C13H20CsGeN3O2S2", "method": "the ωB97M-V functional and the def2-TZVPD basis", "spin_multiplicity": 1, "total_charge": -2, "orbital_gap_ev": 4.869, "homo_ev": -0.72, "elements": ["Cs", "C", "S", "C", "S", "N", "N", "C", "C", "C", "C", "C", "C", "N", "H", "H", "H", "H", "H", "H", "H", "H", "O", "C", "O", "H", "C", "Ge", "C", "C", "C", "H", "H", "H", "H", "H", "H", "H", "H", "H", "H", "H"], "xyz": [[-1.4805, -1.8446, -0.7449], [-2.5828, 2.8406, 0.6769], [-3.8088, 2.6431, -0.6417], [-3.1693, 1.3388, -1.6808], [-4.3355, 0.2494, -2.2735], [-1.9135, 1.2219, -2.0405], [-1.1076, 2.2742, -1.7128], [0.1394, 2.1401, -1.9687], [0.8892, 0.9893, -2.5227], [0.3166, -0.0383, -3.2861], [1.1264, -1.0668, -3.7351], [2.4770, -1.0498, -3.4194], [2.9609, 0.0251, -2.6914], [2.2049, 1.0268, -2.2605], [-3.0896, 3.4332, 1.4402], [-1.6813, 3.3387, 0.3369], [-2.3195, 1.8712, 1.1001], [0.7789, 2.9753, -1.6966], [-0.7472, -0.0174, -3.4681], [0.7003, -1.8850, -4.3023], [3.1395, -1.8499, -3.7223], [4.0154, 0.0835, -2.4374], [-0.7529, -6.4414, -1.3719], [-0.6077, -5.2235, -1.1950], [-1.1797, -4.2525, -1.7492], [0.1527, -4.9309, -0.4135], [1.7845, -1.0176, 1.8797], [0.3415, 0.0080, 2.7920], [1.0286, 0.1639, 4.6834], [0.5213, 1.8622, 2.1164], [-1.3520, -0.7527, 2.4597], [2.7790, -0.8154, 2.2868], [1.7960, -0.7593, 0.8169], [1.5855, -2.0888, 1.9635], [2.0597, 0.5314, 4.7212], [0.9893, -0.8088, 5.1805], [0.3906, 0.8535, 5.2425], [1.4746, 2.2957, 2.4297], [-0.2855, 2.4866, 2.5073], [0.4699, 1.8886, 1.0263], [-2.1698, -0.0423, 2.6222], [-1.5385, -1.6561, 3.0523]], "mulliken_charge": [0.9952, -0.4518, -0.2021, -0.2088, -0.3794, -0.1506, -0.3752, -0.6033, 0.9404, -0.7148, -0.4521, -0.3753, -0.2404, -0.5383, 0.3558, 0.2743, -0.0545, 0.3276, 0.6599, 0.4157, 0.3633, 0.3554, -0.6652, 0.2136, -0.6881, 0.1085, -1.0446, 0.4438, -1.2562, -0.8619, -1.0035, 0.3223, 0.2019, 0.2971, 0.3317, 0.3538, 0.3463, 0.3809, 0.2964, 0.0099, 0.0800, 0.1922]}

---

Record 3
{"formula": "C2H8O2", "method": "the ωB97M-V functional and the def2-TZVPD basis", "spin_multiplicity": 1, "relative_energy_kj_mol": 163.70, "total_charge": 0, "orbital_gap_ev": 10.943, "homo_ev": -10.37, "smiles": "CO.CO", "elements": ["C", "O", "H", "H", "H", "H", "C", "O", "H", "H", "H", "H"], "xyz": [[-0.9849, -1.0886, -1.7959], [-0.5885, -1.8006, -0.5364], [0.2103, -1.2511, -0.1667], [-0.4308, -1.6388, -2.5436], [-0.6811, -0.1094, -1.7794], [-2.1534, -1.0942, -1.8127], [0.1370, 1.2863, 1.3516], [1.4301, 1.5696, 1.0103], [1.9306, 0.8137, 0.7468], [-0.4141, 0.5066, 0.7211], [-0.2535, 2.3245, 1.2346], [0.1467, 1.1112, 2.4750]], "mulliken_charge": [-0.5068, -0.5044, 0.2827, 0.2394, 0.2889, 0.2028, -0.3458, -0.4772, 0.2886, 0.1335, 0.1772, 0.2209]}

---

Record 4
{"formula": "C6H6BrNO3", "method": "the ωB97M-V functional and the def2-TZVPD basis", "spin_multiplicity": 1, "relative_energy_kj_mol": 812.64, "total_charge": 0, "orbital_gap_ev": [5.717, 9.562], "homo_ev": [-8.31, -9.68], "elements": ["C", "C", "C", "C", "C", "C", "N", "O", "O", "O", "Br", "H", "H", "H", "H", "H", "H"], "xyz": [[-0.2732, 0.5855, -0.6805], [1.0540, 0.1523, -1.2155], [-0.8768, 0.0137, 0.3590], [2.2942, 0.1393, -0.8560], [-0.5348, -1.3288, 1.0478], [0.9701, -1.3849, 1.3236], [1.5461, -0.5725, 2.2261], [2.7288, -0.7490, 2.5737], [0.8020, 0.3106, 2.6925], [-1.2893, -1.3232, 2.2969], [2.1330, -2.7077, 0.5859], [-0.7156, 1.4304, -1.1402], [1.0969, -0.2266, -2.2985], [-1.9294, 0.4096, 0.6867], [3.3169, 0.1913, -0.6810], [-0.7818, -2.1579, 0.3290], [-0.8431, -0.5802, 2.6839]], "mulliken_charge": [-0.1689, -0.1001, -0.2546, -0.7761, 0.0520, -0.3919, 1.1401, -0.6054, -0.6971, -0.5463, 0.0222, 0.4374, 0.2457, 0.3081, 0.4863, 0.3991, 0.4494]}

---

Record 5
{"formula": "BH20O8", "method": "the ωB97M-V functional and the def2-TZVPD basis", "spin_multiplicity": 1, "relative_energy_kj_mol": 282.68, "total_charge": -1, "orbital_gap_ev": 7.850, "homo_ev": -5.18, "elements": ["B", "H", "H", "H", "H", "O", "H", "H", "O", "H", "H", "O", "H", "H", "O", "H", "H", "O", "H", "H", "O", "H", "H", "O", "H", "H", "O", "H", "H"], "xyz": [[-0.0643, -0.3328, -0.2847], [-1.1049, -0.5452, -0.4753], [0.1027, 0.0244, 0.7197], [0.4240, -1.2915, -0.3657], [0.3268, 0.3763, -0.9977], [0.8490, -3.9022, 3.3442], [1.1271, -4.7588, 3.0199], [0.8330, -3.3447, 2.5663], [-3.2853, -0.9320, 3.9517], [-2.8732, -0.8021, 3.0976], [-2.5522, -1.0249, 4.5602], [0.4539, -0.7456, -5.1790], [0.5637, -0.7292, -4.2283], [-0.3676, -1.2169, -5.3177], [-1.6418, -4.8008, -2.5030], [-1.8572, -4.3820, -3.3364], [-1.5278, -4.0734, -1.8913], [-3.3295, 5.2847, 2.9328], [-2.4048, 5.2189, 2.6944], [-3.5320, 6.2169, 2.8538], [-1.4602, 4.6599, -3.7167], [-0.6159, 5.0499, -3.9429], [-1.2387, 3.9171, -3.1550], [6.0060, -3.5596, 1.1681], [5.5103, -2.7522, 1.0312], [6.5842, -3.6180, 0.4075], [1.4953, 4.2485, 1.2652], [1.2858, 3.3532, 0.9990], [2.2935, 4.4620, 0.7819]], "mulliken_charge": [0.0188, -0.2472, -0.2490, -0.2307, -0.2579, -0.6595, 0.3109, 0.3435, -0.6670, 0.3488, 0.3118, -0.6684, 0.3586, 0.3017, -0.6616, 0.3032, 0.3526, -0.6396, 0.3287, 0.3103, -0.6523, 0.3102, 0.3400, -0.6450, 0.3318, 0.3128, -0.6620, 0.3536, 0.3029]}

---

Record 6
{"formula": "C36H37N3O2", "method": "the ωB97M-V functional and the def2-TZVPD basis", "spin_multiplicity": 1, "total_charge": 0, "orbital_gap_ev": 6.824, "homo_ev": -6.97, "smiles": "CCOC(=O)[C@@H](c1ccc(C#N)cc1)[C@@H](C=C(c1ccc(N(C)C)cc1)c1ccc(N(C)C)cc1)c1ccccc1", "elements": ["C", "C", "O", "C", "C", "C", "C", "C", "C", "C", "N", "C", "C", "O", "H", "H", "H", "H", "H", "H", "H", "H", "H", "H", "C", "N", "C", "C", "C", "C", "C", "C", "C", "C", "C", "C", "C", "C", "C", "C", "C", "C", "C", "C", "N", "C", "C", "C", "C", "C", "C", "H", "H", "H", "H", "H", "H", "H", "H", "H", "H", "H", "H", "H", "H", "H", "H", "H", "H", "H", "H", "H", "H", "H", "H", "H", "H", "H"], "xyz": [[4.3355, -4.9312, -0.9416], [3.1912, -4.9015, -0.0149], [3.4609, -3.8903, 1.0099], [2.3082, -3.6844, 1.7170], [2.6445, -2.7173, 2.8341], [1.5612, -1.7855, 3.1246], [0.2655, -2.2883, 3.3184], [-0.6444, -1.5618, 4.0589], [-0.2923, -0.2874, 4.5378], [-1.1310, 0.4211, 5.4779], [-1.8605, 1.0003, 6.2199], [0.9426, 0.2988, 4.1912], [1.8703, -0.4448, 3.4795], [1.2286, -4.2722, 1.4826], [4.2434, -5.7863, -1.5883], [4.3292, -4.0715, -1.5978], [5.2896, -5.0400, -0.4277], [2.2374, -4.6776, -0.5343], [3.0510, -5.8573, 0.5212], [3.5565, -2.1168, 2.6201], [0.0086, -3.2898, 2.9803], [-1.5912, -1.9953, 4.3855], [1.2218, 1.2966, 4.5744], [2.8821, -0.0543, 3.2886], [7.3670, -10.6231, 0.3935], [7.5657, -9.2316, 0.7077], [8.8613, -8.6854, 0.3793], [6.6322, -8.5035, 1.3729], [6.8516, -7.1159, 1.5672], [5.9005, -6.3567, 2.1965], [4.6893, -6.9406, 2.6757], [3.6825, -6.0546, 3.2995], [4.1200, -4.8439, 3.8586], [3.1871, -3.8248, 4.1931], [3.5528, -2.8138, 5.2126], [2.5567, -2.2810, 6.0533], [2.8115, -1.1521, 6.8297], [4.0854, -0.5774, 6.8066], [5.1141, -1.1793, 6.0923], [4.8628, -2.3187, 5.2994], [2.3026, -6.5646, 3.5496], [1.7235, -6.5779, 4.8437], [0.4995, -7.1838, 5.0944], [-0.2910, -7.6826, 4.0220], [-1.5088, -8.2750, 4.2351], [-2.4575, -8.4518, 3.1511], [-1.9377, -8.7754, 5.5323], [0.2632, -7.6426, 2.7147], [1.5505, -7.1702, 2.5147], [4.5016, -8.3358, 2.4743], [5.4334, -9.0946, 1.8367], [6.3216, -10.8163, 0.1093], [8.0277, -10.8635, -0.4640], [7.6342, -11.2706, 1.2614], [9.2515, -8.0637, 1.2009], [9.5418, -9.5419, 0.2236], [8.8458, -8.0638, -0.5407], [7.7417, -6.6348, 1.1389], [6.0148, -5.2610, 2.2217], [5.2008, -4.7549, 4.1434], [2.1364, -4.2150, 4.3388], [1.5648, -2.7858, 6.1068], [1.9976, -0.7141, 7.4245], [4.2387, 0.3823, 7.2889], [6.1161, -0.7651, 6.0876], [5.6545, -2.8378, 4.7647], [2.2976, -6.1526, 5.6701], [0.1493, -7.3022, 6.1234], [-2.3344, -7.6443, 2.4174], [-2.3143, -9.4121, 2.6255], [-3.4785, -8.4138, 3.5473], [-1.0740, -9.0807, 6.1374], [-2.5036, -8.0090, 6.0902], [-2.5827, -9.6508, 5.3652], [-0.2918, -8.0724, 1.8716], [1.9808, -7.2871, 1.5215], [3.5406, -8.7764, 2.7656], [5.2230, -10.1476, 1.6351]], "mulliken_charge": [-1.5459, 0.4913, -0.3548, 0.1867, 0.0679, 0.4257, -0.3386, -0.9094, 0.7119, -0.0328, -0.5772, -0.6796, -0.5148, -0.6635, 0.4476, 0.3781, 0.2560, 0.4466, -0.2956, 0.4703, 0.5218, 0.4147, 0.3882, 0.3769, -1.1720, 0.1876, -1.1359, 1.4957, -1.0194, -1.0805, 0.9478, 0.8511, -1.5447, 1.2822, 0.2006, -0.1597, -0.7033, -0.5528, -0.7921, -0.4923, -0.8104, -0.0461, -1.1187, 0.7117, 0.1857, -1.2439, -1.1732, -0.9562, 0.1103, -0.5790, -0.9939, 0.3557, 0.4455, 0.3008, 0.3837, 0.4178, 0.2755, 0.3072, 0.4305, 0.5123, -0.0102, 0.3356, 0.4065, 0.3954, 0.3846, 0.3361, 0.4883, 0.3653, 0.4145, 0.2990, 0.4354, 0.3743, 0.2979, 0.4357, 0.4271, 0.3698, 0.4825, 0.2629]}

---

> Which formula does entry 1 have?

C48H53Cl3GeN3O2P2S4SbY